Record 1
{
  "formula": "C49H40IN8O4RbSTe",
  "method": "the ωB97M-V functional and the def2-TZVPD basis",
  "total_charge": -2,
  "spin_multiplicity": 1,
  "gap_ha": 0.1807,
  "elements": ["Rb", "O", "C", "O", "C", "C", "C", "N", "C", "C", "C", "C", "C", "C", "C", "N", "C", "C", "C", "C", "C", "N", "H", "H", "H", "H", "H", "H", "H", "H", "H", "H", "C", "C", "N", "C", "C", "C", "O", "C", "C", "N", "C", "C", "C", "C", "C", "C", "I", "C", "O", "H", "H", "H", "H", "H", "H", "H", "H", "H", "H", "H", "H", "N", "C", "C", "C", "C", "C", "C", "N", "C", "C", "C", "S", "C", "N", "H", "H", "H", "H", "H", "H", "H", "C", "C", "C", "C", "C", "C", "Te", "C", "C", "C", "H", "H", "H", "H", "H", "H", "H", "H", "H", "H", "H"],
  "positions_angstrom": [[-0.295, -0.169, 0.387], [-0.622, 4.087, 7.350], [-0.693, 4.630, 6.230], [-0.900, 5.819, 5.921], [-0.489, 3.671, 5.030], [-0.277, 2.315, 5.222], [-0.136, 1.484, 4.117], [-0.181, 1.928, 2.859], [-0.376, 3.235, 2.667], [-0.541, 4.128, 3.725], [-0.458, 3.709, 1.248], [-0.331, 5.057, 0.922], [-0.473, 5.443, -0.402], [-0.740, 4.484, -1.361], [-0.835, 3.161, -0.951], [-0.686, 2.783, 0.314], [0.020, 0.012, 4.303], [0.666, -0.511, 5.423], [0.732, -1.884, 5.581], [0.169, -2.701, 4.614], [-0.428, -2.098, 3.518], [-0.515, -0.777, 3.368], [-0.268, 1.945, 6.238], [-0.740, 5.180, 3.576], [-0.111, 5.788, 1.686], [-0.363, 6.485, -0.676], [-0.837, 4.731, -2.409], [-1.015, 2.371, -1.671], [1.112, 0.157, 6.148], [1.230, -2.310, 6.444], [0.212, -3.780, 4.681], [-0.845, -2.685, 2.704], [-2.985, -4.491, 0.361], [-1.989, -4.425, -0.758], [-2.176, -5.180, -1.820], [-1.262, -5.139, -2.809], [-0.156, -4.320, -2.779], [0.822, -4.335, -3.923], [2.103, -4.866, -3.568], [0.064, -3.506, -1.654], [1.215, -2.585, -1.671], [2.084, -2.269, -0.793], [2.227, -2.869, 0.466], [1.970, -4.222, 0.709], [2.267, -4.795, 1.931], [2.814, -4.025, 2.950], [3.070, -2.682, 2.731], [2.798, -2.111, 1.495], [3.269, -0.102, 1.188], [-0.872, -3.526, -0.586], [-0.780, -2.803, 0.454], [-3.795, -5.171, 0.097], [-3.377, -3.498, 0.595], [-2.504, -4.838, 1.281], [-1.440, -5.785, -3.663], [0.938, -3.333, -4.347], [0.440, -4.980, -4.715], [2.502, -4.263, -2.929], [1.354, -2.060, -2.615], [1.538, -4.821, -0.083], [2.063, -5.847, 2.092], [3.039, -4.465, 3.914], [3.486, -2.070, 3.520], [-3.455, -1.900, -2.453], [-2.607, -1.889, -3.546], [-2.530, -2.688, -4.681], [-1.550, -2.362, -5.599], [-0.675, -1.281, -5.393], [-0.757, -0.490, -4.263], [-1.745, -0.809, -3.329], [-2.054, -0.191, -2.122], [-3.059, -0.866, -1.642], [-3.715, -0.550, -0.372], [-4.818, -1.147, 0.158], [-5.157, -0.470, 1.692], [-3.809, 0.578, 1.509], [-3.163, 0.443, 0.401], [-4.008, -2.690, -2.165], [-3.187, -3.537, -4.824], [-1.442, -2.962, -6.496], [0.087, -1.065, -6.133], [-0.074, 0.332, -4.078], [-5.411, -1.943, -0.261], [-3.517, 1.283, 2.277], [3.212, 0.970, -9.073], [2.946, 1.121, -7.597], [3.094, 0.055, -6.722], [2.854, 0.180, -5.355], [3.029, -1.036, -4.493], [2.450, 1.418, -4.810], [2.141, 1.637, -2.711], [2.284, 2.498, -5.701], [1.853, 3.862, -5.231], [2.535, 2.333, -7.061], [3.481, -0.059, -9.317], [4.033, 1.614, -9.402], [2.335, 1.236, -9.668], [3.405, -0.911, -7.112], [3.325, -1.902, -5.088], [2.096, -1.260, -3.976], [3.762, -0.860, -3.703], [1.280, 3.790, -4.307], [1.258, 4.363, -6.000], [2.722, 4.489, -5.013], [2.396, 3.185, -7.723]],
  "lowdin_charge": [0.585, -0.062, -0.697, -0.059, -0.096, 0.037, -0.214, 0.144, -0.198, 0.040, -0.213, -0.020, -0.072, -0.069, -0.179, 0.058, -0.220, -0.017, -0.076, -0.077, -0.130, 0.086, 0.112, 0.106, 0.103, 0.100, 0.099, 0.067, 0.110, 0.101, 0.099, 0.090, -0.038, -0.287, 0.089, -0.152, -0.169, -0.204, -0.057, -0.094, -0.112, 0.088, -0.338, -0.013, -0.082, -0.118, -0.172, -0.640, 0.930, -0.383, -0.214, 0.068, 0.054, 0.078, 0.097, 0.096, 0.116, 0.069, 0.083, 0.119, 0.098, 0.097, 0.088, 0.184, -0.194, -0.036, -0.103, -0.086, -0.009, -0.208, 0.161, -0.293, -0.330, -0.367, 1.017, -0.444, -0.001, 0.150, 0.106, 0.097, 0.102, 0.043, 0.073, 0.090, -0.077, -0.302, -0.047, -0.333, -0.114, -0.576, 0.667, -0.329, -0.120, -0.048, 0.063, 0.068, 0.068, 0.102, 0.075, 0.012, 0.065, -0.010, 0.065, 0.077, 0.107]
}

Record 2
{
  "formula": "C34H40F5NO2Pt",
  "method": "the ωB97M-V functional and the def2-TZVPD basis",
  "spin_multiplicity": 1,
  "gap_ha": 0.1827,
  "elements": ["Pt", "C", "C", "C", "C", "C", "C", "C", "N", "C", "C", "C", "C", "C", "C", "O", "C", "C", "C", "C", "C", "C", "C", "C", "C", "O", "C", "C", "C", "C", "C", "C", "H", "H", "H", "H", "H", "H", "H", "H", "H", "H", "H", "H", "H", "H", "H", "H", "H", "H", "H", "H", "H", "H", "H", "H", "H", "H", "H", "H", "H", "H", "H", "H", "H", "H", "H", "H", "H", "H", "H", "H", "F", "C", "C", "C", "F", "C", "F", "C", "F", "C", "F"],
  "positions_angstrom": [[-0.042, -0.114, -0.013], [2.421, 6.490, -0.092], [3.539, 5.444, -0.094], [4.390, 5.650, -1.357], [4.411, 5.668, 1.151], [3.022, 4.016, -0.078], [1.677, 3.694, -0.067], [1.256, 2.359, -0.042], [-0.013, 1.861, -0.012], [-1.267, 2.394, 0.033], [-1.649, 3.735, 0.088], [-2.987, 4.100, 0.111], [-3.958, 3.099, 0.075], [-3.665, 1.749, 0.039], [-2.299, 1.368, 0.030], [-1.956, 0.110, 0.026], [-4.755, 0.690, 0.007], [-4.615, -0.216, 1.239], [-6.158, 1.310, 0.029], [-4.615, -0.130, -1.283], [-3.366, 5.570, 0.175], [-4.882, 5.790, 0.189], [-2.792, 6.178, 1.463], [-2.798, 6.290, -1.057], [2.256, 1.305, -0.056], [1.877, 0.057, -0.065], [3.634, 1.644, -0.067], [3.967, 2.980, -0.072], [4.684, 0.547, -0.070], [6.106, 1.112, -0.087], [4.498, -0.321, -1.323], [4.519, -0.299, 1.200], [2.862, 7.484, -0.098], [1.803, 6.408, 0.801], [1.792, 6.401, -0.975], [4.758, 6.673, -1.393], [3.798, 5.462, -2.250], [5.247, 4.984, -1.367], [4.771, 6.694, 1.174], [5.274, 5.008, 1.150], [3.837, 5.479, 2.056], [0.950, 4.483, -0.088], [-0.907, 4.511, 0.121], [-4.988, 3.394, 0.081], [-4.660, 0.381, 2.148], [-3.672, -0.752, 1.220], [-5.427, -0.938, 1.262], [-6.314, 1.892, 0.936], [-6.905, 0.520, 0.006], [-6.318, 1.947, -0.839], [-3.663, -0.651, -1.314], [-4.680, 0.525, -2.149], [-5.416, -0.862, -1.346], [-5.335, 5.324, 1.062], [-5.342, 5.402, -0.717], [-5.092, 6.856, 0.236], [-3.187, 5.652, 2.329], [-3.078, 7.224, 1.539], [-1.707, 6.120, 1.491], [-3.193, 5.842, -1.966], [-1.713, 6.240, -1.092], [-3.089, 7.338, -1.039], [5.006, 3.249, -0.081], [6.281, 1.709, -0.980], [6.821, 0.293, -0.089], [6.297, 1.717, 0.797], [4.579, 0.292, -2.219], [3.526, -0.806, -1.318], [5.268, -1.088, -1.358], [4.632, 0.328, 2.082], [5.278, -1.076, 1.228], [3.541, -0.769, 1.231], [-1.440, -2.230, -1.892], [-0.737, -2.891, -0.949], [-0.047, -2.138, -0.004], [0.664, -2.873, 0.940], [1.344, -2.195, 1.889], [0.705, -4.261, 0.958], [1.411, -4.924, 1.886], [-0.004, -4.968, -0.008], [0.019, -6.307, -0.012], [-0.735, -4.279, -0.969], [-1.422, -4.960, -1.899]],
  "lowdin_charge": [1.306, -0.061, -0.555, -0.036, -0.037, -0.153, 0.058, -0.149, 0.001, -0.151, 0.050, -0.152, 0.061, -0.075, -0.226, -0.218, -0.533, -0.030, -0.062, -0.027, -0.556, -0.061, -0.038, -0.038, -0.220, -0.213, -0.073, 0.052, -0.535, -0.061, -0.028, -0.025, 0.086, 0.086, 0.086, 0.087, 0.093, 0.077, 0.087, 0.077, 0.094, 0.081, 0.090, 0.086, 0.091, 0.077, 0.086, 0.087, 0.087, 0.086, 0.069, 0.092, 0.088, 0.089, 0.089, 0.087, 0.092, 0.085, 0.074, 0.092, 0.073, 0.085, 0.096, 0.086, 0.088, 0.086, 0.092, 0.077, 0.087, 0.093, 0.089, 0.067, 0.058, -0.239, -0.168, -0.239, 0.056, -0.146, 0.106, -0.139, 0.113, -0.146, 0.106]
}

Record 3
{
  "formula": "C30H29N7O8",
  "method": "the ωB97M-V functional and the def2-TZVPD basis",
  "spin_multiplicity": 1,
  "smiles": "O=[N+]([O-])c1ccccc1.O=[N+]([O-])c1ccccc1.O=[N+]([O-])c1ccccc1.O=[N+]([O-])c1ccccc1.CC#N.CC#N.CC#N",
  "gap_ha": 0.3313,
  "elements": ["O", "N", "O", "C", "C", "C", "C", "C", "C", "H", "H", "H", "H", "H", "O", "N", "O", "C", "C", "C", "C", "C", "C", "H", "H", "H", "H", "H", "O", "N", "O", "C", "C", "C", "C", "C", "C", "H", "H", "H", "H", "H", "O", "N", "O", "C", "C", "C", "C", "C", "C", "H", "H", "H", "H", "H", "C", "C", "N", "H", "H", "H", "C", "C", "N", "H", "H", "H", "C", "C", "N", "H", "H", "H"],
  "positions_angstrom": [[-11.764, -13.077, 28.280], [-12.854, -12.626, 28.593], [-13.717, -13.183, 29.254], [-13.170, -11.246, 28.192], [-14.328, -10.625, 28.559], [-14.561, -9.326, 28.265], [-13.547, -8.539, 27.541], [-12.331, -9.169, 27.259], [-12.154, -10.535, 27.526], [-15.102, -11.176, 29.073], [-15.484, -8.882, 28.608], [-13.711, -7.475, 27.446], [-11.543, -8.581, 26.812], [-11.206, -11.000, 27.298], [3.003, 4.561, 28.502], [2.122, 3.952, 27.869], [0.896, 4.229, 27.920], [2.603, 3.087, 26.758], [3.954, 3.050, 26.523], [4.391, 2.243, 25.466], [3.568, 1.375, 24.764], [2.207, 1.478, 24.938], [1.757, 2.289, 25.999], [4.693, 3.706, 26.958], [5.461, 2.188, 25.334], [3.989, 0.779, 23.968], [1.551, 0.863, 24.340], [0.762, 2.081, 26.363], [-13.029, -0.421, 25.209], [-13.338, -0.118, 24.046], [-12.444, 0.047, 23.168], [-14.744, -0.192, 23.615], [-15.158, 0.480, 22.452], [-16.525, 0.493, 22.134], [-17.453, -0.285, 22.895], [-16.938, -0.998, 24.010], [-15.639, -0.975, 24.420], [-14.499, 1.078, 21.840], [-16.763, 0.941, 21.181], [-18.474, -0.370, 22.553], [-17.609, -1.483, 24.703], [-15.397, -1.452, 25.358], [-10.269, -9.617, 33.196], [-11.032, -8.627, 33.118], [-12.190, -8.785, 33.526], [-10.748, -7.457, 32.315], [-9.475, -7.246, 31.835], [-9.150, -5.980, 31.262], [-10.047, -4.938, 31.248], [-11.278, -5.154, 31.783], [-11.632, -6.377, 32.303], [-8.723, -8.021, 31.823], [-8.119, -5.888, 30.952], [-9.830, -3.916, 30.973], [-11.983, -4.337, 31.816], [-12.585, -6.516, 32.791], [-5.866, -3.606, 25.662], [-4.938, -2.872, 24.788], [-4.203, -2.256, 24.170], [-5.374, -4.214, 26.421], [-6.414, -4.271, 24.994], [-6.587, -2.978, 26.186], [-4.844, 4.146, 24.425], [-5.861, 3.695, 25.336], [-6.618, 3.349, 26.161], [-3.994, 4.738, 24.765], [-5.230, 4.691, 23.564], [-4.376, 3.236, 24.050], [-5.908, -7.438, 20.491], [-6.579, -8.575, 21.082], [-7.132, -9.432, 21.568], [-5.019, -7.150, 21.053], [-6.722, -6.715, 20.475], [-5.739, -7.653, 19.436]],
  "lowdin_charge": [0.077, -0.345, 0.078, -0.144, -0.051, -0.052, -0.033, -0.075, 0.011, 0.123, 0.101, 0.094, 0.101, 0.115, 0.056, -0.299, 0.053, -0.154, -0.008, -0.067, -0.081, -0.058, -0.002, 0.120, 0.105, 0.108, 0.108, 0.117, 0.055, -0.314, 0.042, -0.124, -0.005, -0.059, -0.035, -0.092, -0.005, 0.116, 0.100, 0.099, 0.103, 0.118, 0.056, -0.311, 0.056, -0.157, 0.013, -0.052, -0.084, -0.085, 0.000, 0.118, 0.103, 0.113, 0.113, 0.118, -0.074, -0.284, 0.121, 0.079, 0.076, 0.082, -0.092, -0.280, 0.122, 0.086, 0.081, 0.082, -0.069, -0.316, 0.130, 0.088, 0.084, 0.084]
}

Record 4
{
  "formula": "C4H12F24NOP4Ti",
  "method": "the ωB97M-V functional and the def2-TZVPD basis",
  "total_charge": -2,
  "spin_multiplicity": 4,
  "s2": 3.751,
  "gap_ha": [0.1676, 0.3941],
  "elements": ["Ti", "C", "C", "C", "O", "C", "N", "H", "H", "H", "H", "H", "H", "H", "H", "H", "H", "H", "H", "P", "F", "F", "F", "F", "F", "F", "P", "F", "F", "F", "F", "F", "F", "P", "F", "F", "F", "F", "F", "F", "P", "F", "F", "F", "F", "F", "F"],
  "positions_angstrom": [[-0.222, -1.122, 1.351], [-0.271, 4.482, -3.482], [0.420, 4.339, -2.130], [-0.017, 3.101, -1.402], [0.142, 2.003, -2.249], [-0.352, 0.827, -1.657], [1.911, 4.302, -2.369], [2.448, 4.215, -1.478], [2.199, 3.543, -3.010], [2.250, 5.227, -2.805], [-1.340, 4.340, -3.308], [0.089, 3.757, -4.207], [-0.098, 5.468, -3.917], [0.254, 5.237, -1.536], [-1.090, 3.216, -1.167], [0.509, 2.979, -0.447], [-0.204, -0.040, -2.301], [-1.427, 0.905, -1.475], [0.173, 0.575, -0.720], [3.005, -1.407, 1.176], [2.520, -0.188, 0.243], [4.308, -0.595, 1.590], [2.139, -0.693, 2.402], [3.339, -2.593, 2.201], [1.619, -2.212, 0.721], [3.776, -2.167, 0.019], [-0.954, -3.544, -1.647], [0.598, -3.359, -2.024], [-1.188, -4.564, -2.863], [-0.530, -4.707, -0.644], [-2.473, -3.665, -1.178], [-0.720, -2.415, -0.397], [-1.318, -2.287, -2.588], [-0.551, -4.104, 3.560], [-1.720, -3.725, 4.607], [-1.447, -3.402, 2.346], [0.080, -2.617, 3.785], [0.604, -4.412, 2.513], [0.307, -4.741, 4.741], [-1.274, -5.501, 3.229], [-2.265, 0.775, 2.394], [-2.387, 1.312, 3.891], [-3.825, 0.599, 2.282], [-2.339, 2.311, 1.825], [-2.023, 0.320, 0.805], [-0.617, 0.967, 2.435], [-2.039, -0.741, 2.882]],
  "nbo_charge": [1.556, -0.642, -0.155, -0.084, -0.550, -0.235, -1.016, 0.370, 0.406, 0.129, 0.216, 0.225, 0.213, 0.216, 0.182, 0.190, 0.231, 0.183, 0.143, 2.607, -0.580, -0.578, -0.595, -0.566, -0.597, -0.568, 2.620, -0.579, -0.588, -0.566, -0.575, -0.644, -0.592, 2.606, -0.590, -0.601, -0.594, -0.569, -0.585, -0.585, 2.594, -0.565, -0.557, -0.585, -0.596, -0.594, -0.557]
}

Ordered F_max results: 0.0116, 0.0512, 0.0961, 0.0573; unit Eh/bohr.
Ordered ΔE to the lowest compared entry with this formula, charge and spin results: 4.66, 7.19, 69.69, 0.00; unit kcal per mole.